Entry from OMol25: a 11-piece molecular cluster, C63H153N11O13 overall in a non-equilibrium geometry (wB97M-V/def2-TZVPD).

```
240
Properties=species:S:1:pos:R:3:forces:R:3:lowdin_charge:R:1
C -9.593242 0.626709 0.891127 -2.342 2.158 0.224 -0.15
O -8.876745 0.066981 1.912862 0.174 -0.911 0.914 -0.17
C -7.523760 -0.199402 1.682986 0.601 2.008 0.348 -0.23
C -7.216563 -1.439991 0.937997 -1.075 -1.245 -2.391 -0.20
N -5.978794 -1.305913 0.203219 0.914 -4.281 2.799 -0.04
C -5.535511 -2.574132 -0.457642 -0.875 1.994 0.253 -0.17
C -4.163218 -2.289422 -0.965211 1.067 -0.319 -1.479 -0.21
O -4.391637 -1.494445 -2.157917 2.208 0.758 -0.334 -0.24
C -3.089935 -0.976802 -2.721963 -1.518 0.035 1.191 -0.04
H -9.074874 1.410511 0.358541 0.681 0.601 0.069 0.07
H -10.507873 1.146434 1.386539 1.357 -1.005 -0.953 0.12
H -9.939862 0.011175 0.078544 -0.250 -1.064 -0.033 0.07
H -7.029768 -0.076578 2.638323 0.091 -0.700 0.507 0.13
H -7.062391 0.664649 1.152788 -0.368 -0.370 -0.345 0.11
H -8.032405 -1.593969 0.164460 0.195 0.192 0.796 0.13
H -7.231843 -2.398312 1.484662 0.247 0.604 0.311 0.13
H -5.970850 -0.596479 -0.412724 -0.338 3.039 -2.679 0.03
H -6.253215 -2.934011 -1.212037 0.360 0.327 -0.373 0.13
H -5.571642 -3.325262 0.270218 0.391 -1.167 1.363 0.09
H -3.544238 -3.177230 -1.289806 -0.728 0.467 0.437 0.13
H -3.570023 -1.748618 -0.186553 -0.500 -0.163 -0.690 0.09
H -3.218910 -0.716780 -3.772290 -0.237 -0.493 -0.057 0.08
H -2.353328 -1.771695 -2.558658 0.164 0.456 -0.182 0.07
H -2.826308 -0.002438 -2.237905 0.005 -1.033 0.005 0.06
C -3.366519 -2.014442 2.405312 -0.565 -0.624 0.748 -0.08
O -2.815939 -1.641398 3.677324 -0.384 0.681 -1.050 -0.21
C -2.465638 -2.703772 4.514620 0.063 1.511 2.310 -0.25
C -1.091652 -3.202680 4.241790 0.426 -0.939 -2.372 -0.22
N -0.044142 -2.190616 4.201250 -1.286 1.713 -0.545 -0.03
C 1.203349 -2.653452 3.640092 -0.182 1.368 0.237 -0.21
C 2.363426 -1.664072 3.684818 -0.048 0.780 1.283 -0.19
O 1.949196 -0.308270 3.551456 -0.215 0.491 0.488 -0.23
C 2.031637 0.413875 4.778828 1.386 -0.193 0.966 -0.11
H -4.101732 -2.846258 2.608730 0.786 0.446 -0.607 0.11
H -2.584915 -2.285890 1.657601 -0.694 -0.172 0.718 0.06
H -3.973759 -1.190049 2.008909 0.362 -0.004 0.188 0.07
H -3.237032 -3.457094 4.549174 -0.112 -0.734 -0.492 0.12
H -2.495801 -2.300086 5.566577 0.122 0.012 -0.870 0.14
H -1.161903 -3.697231 3.231214 0.200 0.041 0.453 0.12
H -0.845123 -3.983248 4.917651 0.323 -0.713 0.833 0.11
H -0.443166 -1.438056 3.594964 0.645 -0.542 0.748 0.11
H 1.159436 -2.971007 2.613937 -0.487 -0.759 -0.521 0.09
H 1.532142 -3.387926 4.297172 0.509 -2.148 0.651 0.10
H 2.951000 -1.885838 2.815191 0.752 -0.091 -0.257 0.09
H 2.976547 -1.771501 4.634005 -0.592 0.059 -1.100 0.14
H 3.138566 0.583266 5.055501 -1.504 0.183 -0.567 0.11
H 1.629899 -0.116040 5.647838 -0.125 -0.571 -0.282 0.08
H 1.434036 1.329675 4.792702 0.429 0.048 -0.782 0.06
C -0.672401 -5.947198 0.416727 -0.380 0.006 0.646 -0.07
C 0.167596 -6.910662 -0.405739 2.104 0.648 0.522 -0.40
C 1.427247 -6.279867 -1.062941 -1.517 -0.332 -0.866 -0.24
O 2.362840 -5.771937 -0.162830 -0.119 0.729 0.502 -0.17
C 3.380125 -5.171226 -0.908972 0.995 -0.464 -1.347 -0.13
N 0.602588 -7.950600 0.506463 -0.182 -1.484 1.223 0.02
H -1.302500 -6.595925 1.026742 -0.332 0.106 -0.068 0.08
H -1.324017 -5.288204 -0.170935 0.391 -0.112 0.042 0.05
H -0.099875 -5.370189 1.169677 0.034 -0.090 -0.668 0.08
H -0.435445 -7.299386 -1.225686 0.109 -0.242 0.128 0.10
H 1.107124 -5.457197 -1.726320 0.054 -0.382 -0.144 0.10
H 1.889282 -7.094575 -1.654975 -0.046 0.341 -0.093 0.13
H 3.945667 -4.412709 -0.410999 0.238 0.153 1.188 0.07
H 3.045300 -4.619323 -1.805264 -0.460 -0.388 0.123 0.08
H 4.080197 -5.957243 -1.271995 -0.206 0.425 0.118 0.10
H 1.092886 -8.790845 0.222973 -0.297 0.354 -0.957 0.07
H 1.118720 -7.673925 1.336163 -0.340 0.749 -0.324 0.08
C 5.337764 -0.908843 0.925166 -0.986 0.645 0.108 -0.04
C 6.009334 0.326692 1.565336 1.395 -1.056 0.782 -0.43
C 7.280292 0.607464 0.748119 -0.647 1.394 1.640 -0.26
O 6.903763 0.902235 -0.552812 0.306 0.431 -0.339 -0.23
C 7.880172 0.544633 -1.527537 -1.479 1.472 -0.684 -0.09
N 5.215810 1.508591 1.865310 -1.274 -0.880 1.345 0.07
H 6.081265 -1.602225 0.497007 -0.316 0.242 0.241 0.08
H 4.702754 -0.515185 0.102355 0.230 -0.682 0.500 0.06
H 4.722809 -1.443658 1.690273 0.343 0.357 -0.770 0.06
H 6.410368 -0.001732 2.535890 -0.042 0.058 -0.033 0.13
H 7.852453 -0.293619 0.832832 0.646 -0.709 -0.268 0.10
H 7.880612 1.433782 1.242272 -0.538 -0.573 -0.656 0.14
H 8.904822 0.814463 -1.183110 -0.596 -0.116 -0.544 0.10
H 7.487089 1.150232 -2.437948 1.364 -1.235 1.166 0.12
H 7.745994 -0.524150 -1.678827 0.540 -0.194 -0.417 0.08
H 4.430089 1.253112 2.538036 1.462 0.275 -0.869 0.09
H 4.695675 1.752412 1.056421 -0.421 0.537 -1.188 0.04
C -3.021112 2.544405 6.758160 0.669 1.207 1.708 -0.08
C -2.512627 1.465795 5.844581 0.396 -0.933 1.288 -0.43
C -2.621473 1.917783 4.398538 3.391 0.121 -0.338 -0.28
O -3.901187 2.253839 4.130056 -2.181 0.572 -1.712 -0.17
C -4.154369 2.372943 2.722488 0.461 0.117 0.071 -0.09
N -1.112229 1.080510 6.264403 -2.794 2.554 1.042 0.07
H -2.987936 2.329580 7.884126 0.133 -0.061 -1.712 0.11
H -4.012497 2.864118 6.522062 -0.863 -0.195 -0.219 0.06
H -2.450410 3.477992 6.590239 0.192 -0.294 0.195 0.08
H -3.177461 0.608638 6.034005 0.335 -0.123 -0.438 0.14
H -2.216122 1.098455 3.665562 -0.539 1.282 1.191 0.13
H -1.943274 2.883500 4.336834 -0.742 -1.626 -0.286 0.15
H -5.183443 2.607694 2.533006 -0.616 0.676 0.466 0.07
H -4.099716 1.389348 2.262503 0.763 -0.266 -0.238 0.07
H -3.509589 3.135805 2.190106 -0.419 -0.856 0.721 0.11
H -0.601942 1.978193 6.303022 0.305 -1.221 -0.498 0.06
H -0.846330 0.369203 5.658609 1.546 -1.084 -1.330 0.01
C 5.712950 6.203347 -1.922972 1.263 -0.598 1.464 -0.05
C 5.786931 5.602641 -0.488804 0.939 -0.301 -1.050 -0.42
C 4.649118 4.676827 -0.133069 -1.567 0.427 0.103 -0.16
O 3.328224 5.360218 -0.125306 2.690 -0.037 -0.134 -0.20
C 2.326112 4.447341 -0.323400 -0.391 -1.669 0.145 -0.16
N 7.065343 4.866564 -0.430482 0.066 0.670 1.478 0.03
H 5.500149 5.433309 -2.653998 -0.369 -0.127 -0.183 0.07
H 6.748653 6.560764 -2.129487 -0.943 0.183 0.035 0.09
H 4.978106 6.972874 -1.874475 -0.494 0.658 -0.642 0.06
H 5.864141 6.430034 0.219233 -0.083 -0.025 0.079 0.13
H 4.787326 4.201710 0.846943 0.082 0.186 0.030 0.10
H 4.636730 3.857468 -0.860978 -0.181 0.040 -0.174 0.12
H 2.226278 3.706630 0.500439 0.593 -0.105 -0.123 0.08
H 2.473089 3.884553 -1.270701 -0.472 0.277 0.396 0.09
H 1.381937 4.934311 -0.234408 -0.762 0.706 -0.622 0.08
H 7.231356 4.483357 0.503649 -0.083 0.016 -0.460 0.07
H 7.165354 4.133018 -1.099860 -0.288 -0.489 -0.445 0.06
C -4.851833 2.131944 -0.730807 -0.573 0.074 0.900 -0.06
C -5.333737 2.346979 -2.152963 -0.885 1.243 -0.521 -0.45
C -4.254086 2.998662 -3.002391 -0.920 -0.513 -2.079 -0.24
O -4.187755 4.344545 -2.723979 -1.257 0.033 1.645 -0.17
C -3.238344 5.060742 -3.388195 1.897 0.571 2.132 -0.12
N -5.875987 1.128457 -2.695476 1.211 -2.053 1.498 0.06
H -5.740416 2.072516 -0.051792 0.668 -0.201 -0.507 0.07
H -4.288806 3.026230 -0.365998 -0.053 -0.897 -0.400 0.10
H -4.295159 1.166835 -0.649981 -0.107 0.858 0.091 0.07
H -6.133862 3.109326 -2.106969 0.080 -0.274 -0.040 0.14
H -4.442462 2.884222 -4.137150 0.061 -0.209 1.416 0.15
H -3.353859 2.489929 -2.763988 1.526 -0.463 0.009 0.10
H -3.171381 6.021421 -2.886897 -0.461 0.509 -0.450 0.10
H -3.441188 5.106547 -4.402642 -0.248 0.371 -2.240 0.07
H -2.223890 4.692790 -3.197388 0.122 -0.579 -0.373 0.09
H -5.232968 0.310245 -2.479006 -1.303 1.241 -0.643 0.06
H -6.169051 1.109357 -3.651704 0.090 0.319 -0.392 0.07
C -1.381745 0.970622 -0.062622 1.377 -0.453 1.217 -0.02
C -0.324948 0.234442 0.822407 -0.461 0.606 1.369 -0.39
C -0.226679 -1.226881 0.535938 -0.692 0.199 -1.007 -0.20
O 0.037743 -1.420020 -0.858786 0.549 -0.571 0.614 -0.19
C 0.034006 -2.811868 -1.148638 -1.798 -0.285 -0.037 -0.09
N 1.024525 0.840931 0.751253 -1.147 -0.736 -1.134 0.09
H -1.598492 1.956087 0.352358 -0.251 -0.111 0.182 0.08
H -2.280465 0.350019 -0.135713 0.180 0.306 -0.116 0.06
H -0.884558 1.145337 -0.991398 -0.136 -0.096 -1.036 0.04
H -0.717420 0.282926 1.886177 0.335 -0.020 -0.753 0.13
H -1.233075 -1.639571 0.772356 0.780 -0.223 -0.114 0.09
H 0.551665 -1.656959 1.175252 -0.077 -0.267 -0.162 0.11
H -0.023416 -2.970401 -2.253528 -0.042 0.299 0.870 0.08
H -0.945529 -3.178885 -0.648515 1.566 -0.189 -0.971 0.09
H 0.905343 -3.398641 -0.792254 -0.330 0.519 0.268 0.08
H 0.852721 1.813741 0.808368 0.450 1.253 0.371 0.05
H 1.596830 0.512708 1.514040 0.068 0.155 0.346 0.05
C 0.990820 4.652549 4.722908 1.589 -1.725 0.685 0.01
C 2.320968 4.901881 5.548251 0.431 -2.026 0.137 -0.54
C 3.463848 3.857441 5.318504 -1.120 -0.681 1.174 -0.14
C 4.050729 3.928749 3.947809 0.370 0.360 -0.696 -0.20
C 4.619346 5.336924 3.746372 -0.054 0.032 -1.225 -0.12
C 3.545175 6.393965 3.942516 -0.079 2.198 0.133 -0.49
N 2.896617 6.172373 5.278895 -0.437 1.450 -0.328 -0.06
O 1.724968 7.044022 5.461506 1.270 1.074 0.006 -0.06
C 4.136286 7.851957 4.044658 -0.260 -0.923 0.715 -0.03
C 2.608697 6.470621 2.752586 -0.044 2.821 -1.937 -0.06
C 2.062288 4.867562 7.040996 -1.608 1.971 1.372 -0.05
H 1.189481 4.857186 3.660786 -0.562 -0.466 0.729 0.05
H 0.225481 5.303470 5.107706 -0.346 0.054 -0.004 0.07
H 0.736056 3.562904 4.901576 -0.057 1.166 -0.444 0.07
H 4.288661 4.047403 6.058548 -0.772 0.060 -0.533 0.14
H 3.040900 2.848815 5.618054 0.519 0.983 -0.605 0.11
H 3.360866 3.694537 3.124636 -0.110 -0.085 0.303 0.11
H 4.868391 3.236217 3.889899 0.396 -0.499 -0.296 0.09
H 4.986332 5.507931 2.695590 -0.184 -0.385 0.919 0.12
H 5.476237 5.453094 4.402574 0.043 0.312 0.301 0.12
H 4.651547 7.857996 5.003996 0.107 0.417 0.105 0.08
H 4.857301 8.125885 3.272911 -0.220 -0.256 -0.195 0.08
H 3.292637 8.564608 4.059942 0.536 -0.245 0.001 0.08
H 3.101054 6.800494 1.739098 -0.382 -0.680 2.156 0.12
H 2.116076 5.584127 2.525318 -0.644 -1.516 -0.610 0.01
H 1.815214 7.266405 2.900711 0.787 -0.983 0.168 0.11
H 1.324845 5.688281 7.304826 0.466 -1.025 -0.374 0.09
H 2.912406 5.169623 7.658701 0.392 -0.354 -0.432 0.09
H 1.635794 3.974383 7.476755 -0.003 -0.563 -0.330 0.08
H 1.971660 7.569290 6.249169 -0.102 -0.321 -0.712 0.11
C -3.127762 -6.843129 -2.347042 -1.464 -0.277 0.113 -0.03
C -3.083867 -6.422080 -3.835976 0.477 0.351 1.387 -0.50
C -4.344166 -5.632260 -4.108651 -0.008 -1.080 -1.385 -0.16
C -4.263493 -5.021071 -5.467732 -1.586 1.740 -2.901 -0.19
C -3.111299 -4.028049 -5.620611 1.292 0.142 1.751 -0.12
C -1.762585 -4.725651 -5.299977 -0.628 0.033 1.931 -0.51
N -1.949993 -5.453202 -3.973052 -0.250 0.304 -0.297 -0.07
O -0.738448 -6.072777 -3.592048 0.318 -0.981 -0.792 -0.06
C -1.358313 -5.682914 -6.352916 1.508 1.225 -1.103 -0.05
C -0.673025 -3.658772 -5.083819 -1.249 -0.201 0.083 -0.03
C -3.050626 -7.667799 -4.698787 2.067 -0.194 -0.879 -0.02
H -4.112704 -7.343925 -2.112080 1.064 -0.045 -0.546 0.11
H -3.180087 -6.010374 -1.675818 0.235 1.013 0.128 0.06
H -2.298518 -7.433897 -1.992271 0.136 -0.468 -0.275 0.06
H -5.246856 -6.265536 -4.020093 0.470 0.264 0.133 0.14
H -4.365669 -4.836245 -3.443972 -0.390 1.435 1.689 0.09
H -5.212089 -4.413836 -5.726439 1.140 -1.130 0.490 0.14
H -4.166832 -5.768383 -6.288500 -0.243 0.244 0.596 0.11
H -3.203480 -3.220453 -4.859012 -0.173 -0.460 -0.218 0.11
H -2.946276 -3.468396 -6.544516 -0.625 -0.505 -0.366 0.12
H -2.118223 -6.348421 -6.669196 -0.522 -0.594 -0.381 0.06
H -1.041123 -5.029990 -7.175721 -0.113 -0.450 -0.364 0.10
H -0.439199 -6.181339 -6.046211 -0.060 -0.398 -0.157 0.09
H 0.297891 -4.066972 -4.996886 1.062 -0.745 0.292 0.07
H -0.623886 -3.027226 -5.963567 -0.264 0.498 -0.023 0.08
H -0.903087 -3.122707 -4.157098 0.027 0.231 -0.392 0.06
H -2.065512 -7.825204 -5.280451 -1.865 0.250 0.660 0.11
H -3.945583 -7.760126 -5.274279 -0.207 0.255 -1.196 0.08
H -3.139039 -8.512023 -4.085873 0.202 -1.355 1.171 0.06
H -0.515862 -6.801140 -4.248500 -0.457 1.023 0.882 0.11
C 1.594812 2.314758 -5.027318 1.787 -0.848 -1.127 -0.03
C 0.977597 1.104658 -4.288136 -0.187 0.884 0.688 -0.51
C 0.641460 -0.042992 -5.224079 1.557 1.215 -0.009 -0.12
C 1.886266 -0.822496 -5.648599 -0.549 -0.369 0.273 -0.16
C 2.673016 -1.286525 -4.463788 1.119 0.577 0.722 -0.14
C 2.979920 -0.119580 -3.518676 0.149 -1.255 0.830 -0.55
N 1.743333 0.538326 -3.156900 -0.572 0.787 -0.898 -0.06
O 2.023162 1.549495 -2.172653 -0.532 -0.555 0.160 -0.06
C 3.419112 -0.761504 -2.223228 0.730 -0.638 -0.634 -0.04
C 4.104000 0.769006 -4.024752 0.055 1.344 -1.420 -0.03
C -0.346093 1.629001 -3.721455 0.028 -0.267 -0.034 -0.05
H 0.835131 2.821581 -5.590279 -0.494 0.215 -0.360 0.07
H 2.439043 2.068236 -5.751431 -1.261 -0.025 0.705 0.09
H 2.062453 3.051407 -4.399060 -0.073 0.220 0.788 0.07
H -0.031278 -0.648192 -4.662415 -0.663 -0.871 0.119 0.10
H 0.140954 0.477467 -6.031511 -0.277 -0.496 -0.577 0.12
H 2.603626 -0.287266 -6.244452 -0.235 0.569 -0.746 0.10
H 1.540061 -1.690486 -6.165370 -0.017 -0.600 -0.895 0.09
H 3.729473 -1.561683 -4.715026 -1.045 -0.590 -0.258 0.14
H 2.172830 -2.079082 -3.890204 0.123 0.079 -0.196 0.12
H 3.780998 0.049532 -1.630096 0.756 0.063 0.741 0.06
H 2.571009 -1.208469 -1.721699 -0.218 -0.235 0.105 0.08
H 4.168002 -1.535795 -2.502838 -0.115 0.556 0.744 0.11
H 4.000693 1.031816 -5.099301 -0.159 -0.147 0.584 0.07
H 4.066766 1.708828 -3.480774 -0.022 0.196 0.097 0.08
H 5.147123 0.457069 -3.977445 -0.170 -0.817 0.539 0.08
H -1.064479 1.817619 -4.547146 0.558 0.609 0.458 0.10
H -0.063455 2.472159 -3.070217 -0.823 -0.036 -0.377 0.09
H -0.841207 0.852034 -3.141072 0.213 -0.104 0.347 0.05
H 1.691523 1.111120 -1.351866 0.198 0.448 -0.268 0.07
```
Forces are in eV/Å.

Calculated values
Spin multiplicity: 1
LUMO level (hartree): 0.01476
Gap between HOMO and LUMO (Ha): 0.327
Highest occupied orbital energy (eV): -8.50

---

Entry from OMol25: an isolated ion of composition C2H5N2S and charge +1 in a non-equilibrium geometry (wB97M-V/def2-TZVPD).

```
10
Properties=species:S:1:pos:R:3:forces:R:3:nbo_charge:R:1
C 0.734930 -0.827464 0.052141 1.627 0.272 -0.171 0.43
C 0.181394 0.409377 0.443548 1.053 0.974 0.690 -0.30
N 0.858650 -2.007279 0.002601 -1.189 0.112 0.122 -0.50
N -1.067588 0.852769 -0.224116 0.070 -3.163 -2.099 -0.69
S 1.795206 0.996453 -0.308185 -1.826 -1.468 0.445 -0.06
H -0.002449 0.625612 1.502519 0.553 -0.315 -0.058 0.26
H 1.429891 -2.731294 -0.383455 0.627 0.061 -0.166 0.46
H -1.073969 0.435913 -1.254426 -0.131 1.756 2.286 0.47
H -1.023507 1.848877 -0.136069 -0.679 1.014 -0.570 0.46
H -1.832555 0.397032 0.305446 -0.105 0.757 -0.479 0.45
```
Forces are in eV/Å.

Calculated values
Spin multiplicity: 1
Net charge: +1
LUMO level (hartree): -0.16541
Gap between HOMO and LUMO (Ha): 0.332
Highest occupied orbital energy (eV): -13.54

---

Energy above the lowest of the compared OMol25 structures with the same formula, charge and spin across the listed records, respectively: 0.00, 191.63 kJ/mol.